# 1
{"formula": "C11H13NOSe2", "method": "ωB97M-V with the def2-TZVPD basis set", "lumo_energy_ev": 0.100, "gap_ev": 7.74, "de_lowest_kj_mol": 218.8, "elements": ["C", "C", "C", "C", "C", "C", "C", "C", "C", "C", "C", "N", "O", "Se", "Se", "H", "H", "H", "H", "H", "H", "H", "H", "H", "H", "H", "H", "H"], "coordinates": [[-2.53, -1.11, 0.13], [-5.09, -0.62, -0.01], [-2.01, 0.23, 0.07], [-2.73, 1.31, -0.15], [-3.86, -1.50, 0.13], [-4.98, 0.66, -0.21], [-0.55, 0.33, -0.16], [3.71, 0.11, 0.28], [2.84, -1.15, 0.07], [2.32, 0.98, 0.40], [1.74, -0.21, -0.33], [0.33, -0.61, -0.12], [-2.88, 2.57, -0.33], [-4.11, -3.30, 0.07], [-6.24, 2.02, -0.02], [-1.77, -1.82, 0.00], [-6.00, -1.22, 0.12], [-0.24, 1.32, -0.39], [4.19, 0.02, 1.26], [4.24, 0.50, -0.65], [3.22, -1.99, -0.64], [2.63, -1.52, 1.10], [2.17, 1.06, 1.45], [2.25, 1.99, 0.05], [1.80, 0.00, -1.44], [-3.39, 3.04, 0.41], [-5.47, -3.11, 0.28], [-5.05, 2.89, -0.52]]}

# 2
{"formula": "C11H13O2P", "method": "ωB97M-V with the def2-TZVPD basis set", "lumo_energy_ev": -0.110, "gap_ev": 8.00, "de_lowest_kj_mol": 387.2, "elements": ["C", "C", "C", "C", "C", "C", "C", "C", "C", "C", "C", "O", "O", "P", "H", "H", "H", "H", "H", "H", "H", "H", "H", "H", "H", "H", "H"], "coordinates": [[1.12, -2.97, 2.52], [-1.84, 2.13, 2.00], [0.73, -2.57, 1.26], [-0.44, 1.97, 1.65], [2.01, -2.06, 3.00], [-2.55, 1.59, 0.98], [1.20, -1.31, 1.09], [-0.44, 1.20, 0.52], [0.60, 1.08, -3.59], [-0.45, 0.57, -2.68], [0.03, -0.53, -1.72], [2.06, -0.99, 2.12], [-1.69, 1.00, 0.11], [0.94, 0.61, -0.52], [0.83, -3.84, 2.97], [-2.33, 2.57, 2.77], [0.11, -3.04, 0.62], [0.50, 2.25, 2.08], [2.48, -2.12, 3.95], [-3.58, 1.59, 0.95], [1.41, 1.30, -3.04], [1.10, 0.29, -4.28], [0.47, 1.99, -4.21], [-0.87, 1.39, -2.17], [-1.35, 0.06, -3.16], [-0.77, -1.04, -1.01], [0.72, -1.12, -2.19]]}

# 3
{"formula": "C11H14BN7NiSe", "method": "ωB97M-V with the def2-TZVPD basis set", "lumo_energy_ev": [-0.709, -1.483], "gap_ev": [6.73, 6.86], "multiplicity": 3, "de_lowest_kj_mol": 0.0, "elements": ["H", "N", "B", "N", "C", "Ni", "H", "C", "H", "C", "H", "C", "H", "H", "H", "N", "N", "N", "N", "C", "C", "H", "H", "C", "C", "C", "C", "H", "H", "H", "H", "H", "Se", "C", "N"], "coordinates": [[0.97, 3.33, 0.22], [0.54, 1.72, -1.11], [0.17, 0.35, -3.25], [0.54, 1.68, -2.54], [0.90, 2.87, -3.03], [-0.01, -0.09, -0.02], [0.96, 2.99, -4.11], [1.13, 3.74, -1.98], [1.44, 4.77, -2.07], [0.89, 2.98, -0.82], [0.22, 0.47, -4.41], [-0.52, -1.71, 1.00], [-0.57, -1.77, 2.09], [0.21, -2.50, 0.77], [-1.55, -1.99, 0.74], [-1.28, -0.05, -2.83], [1.14, -0.76, -2.77], [-1.56, -0.24, -1.46], [1.23, -1.04, -1.39], [-2.40, -0.24, -3.55], [2.01, -1.53, -3.45], [-2.34, -0.13, -4.62], [2.06, -1.42, -4.54], [-3.43, -0.56, -2.69], [2.67, -2.35, -2.56], [-2.87, -0.55, -1.40], [2.16, -2.02, -1.30], [-4.45, -0.77, -2.97], [3.43, -3.08, -2.81], [-3.37, -0.75, -0.45], [2.44, -2.45, -0.33], [-0.83, 0.74, 1.10], [0.01, 0.01, 4.96], [0.03, 0.08, 3.32], [0.00, 0.24, 2.09]]}